1.
Below is a structure of composition C4H2F2O, with properties calculated with the ωB97M-V functional and the def2-TZVPD basis.

Geometry (Å):
C: 0.472 -0.907 0.511
O: -0.521 -0.434 1.177
H: -1.990 0.959 0.801
F: 1.087 -1.880 1.229
C: -1.056 0.450 0.424
H: 1.819 -0.251 -1.229
F: -0.509 1.551 -1.682
C: -0.169 0.776 -0.648
C: 0.868 -0.264 -0.583

As for the charge: 0.

natural (NBO) atomic charge list, values in e, 2 entries:
1. C 0.642
2. O -0.373

=====

2.
Below is a structure of composition C21H30BaN2O4S, with properties calculated with the ωB97M-V functional and the def2-TZVPD basis.

Geometry (Å):
C: -2.255 0.860 1.099
C: -3.553 1.316 1.072
H: 3.905 -0.761 -1.611
H: 1.418 -1.840 -3.967
C: 1.636 2.214 2.430
C: -5.451 2.301 -0.212
H: 1.368 -3.065 -2.667
H: -1.155 3.214 2.144
N: -5.856 3.299 -1.008
H: 1.221 -4.178 0.631
H: -1.103 1.914 -1.749
H: -1.876 0.319 1.958
H: 0.992 -4.034 2.394
H: -5.257 4.047 -1.317
O: 1.984 -1.170 -2.081
S: -6.514 1.232 0.459
H: -0.941 -2.295 -3.244
C: 2.527 -2.747 1.593
C: -3.095 2.271 -1.061
C: 1.187 -3.476 1.471
H: -0.454 4.758 1.654
H: 4.388 -2.869 -0.442
H: 4.179 1.488 0.306
C: -0.264 3.841 2.204
N: -1.388 1.032 0.086
C: -0.278 -1.661 -2.647
H: 3.721 -2.128 -2.729
H: 2.486 -2.067 2.451
C: -1.821 1.752 -0.954
H: -3.377 2.821 -1.944
C: -1.033 -3.017 0.699
H: 3.339 -3.467 1.748
H: -1.827 -2.326 0.991
C: -0.948 -3.062 -0.827
H: 2.881 3.034 -1.127
O: -0.582 -1.759 -1.266
H: -6.849 3.404 -1.152
C: 0.919 3.116 1.643
H: 1.357 2.075 3.467
C: -4.024 2.011 -0.048
C: 2.494 2.744 -0.158
H: -4.227 1.114 1.889
O: 2.775 -1.925 0.463
H: -1.270 -4.011 1.092
H: 3.408 1.015 2.609
Ba: 0.898 -0.310 0.081
H: -1.923 -3.344 -1.241
H: -0.449 -0.615 -2.924
C: 1.186 -2.012 -2.910
C: 1.357 3.362 0.344
H: 2.785 -3.513 -0.879
H: 0.849 4.107 -0.255
H: -0.103 4.091 3.250
C: 3.347 -2.599 -0.653
C: 2.779 1.592 1.939
O: 0.170 -2.502 1.255
H: -0.199 -3.799 -1.143
C: 3.303 -1.643 -1.844
C: 3.214 1.854 0.637

As for the charge: +2.

natural (NBO) atomic charge list, values in e, 2 entries:
1. C 0.016
2. C -0.198

=====

| no. | frontier orbital gap (eV) | LUMO level (eV) |
| --- | --- | --- |
| 1 | 9.816 | 0.88 |
| 2 | 7.417 | -5.49 |